No. 1
35
Properties=species:S:1:pos:R:3:forces:R:3 method="wB97M-V/def2-TZVPD" smiles="CC(=O)NC1=C(C)N=C[C@@]1(C(C)=O)c1ccccc1" total_energy_ha=-841.10829 orbital_gap_ev=8.77 total_charge=0
O 1.1776 -2.2361 2.5234 -0.62 1.51 -1.64
O 2.1162 0.3670 -2.3168 -1.72 0.12 1.52
N -0.0989 -0.6071 1.4408 0.66 -0.44 -0.74
N -0.2789 -2.3866 -1.7557 0.73 3.18 -4.33
C -0.8175 -3.6094 0.1877 -0.89 0.44 2.89
C 2.6566 0.0769 -0.1029 0.49 -0.27 0.33
C -0.1443 -1.1301 0.0797 0.27 1.28 1.83
C 1.6196 0.1427 -1.1960 4.38 -0.13 -2.91
C -0.2900 2.2815 -1.3515 2.08 1.05 -0.67
C -2.3909 3.3239 -1.0245 1.81 -0.29 -2.10
C 0.1740 -0.1851 -1.0828 -0.93 -0.52 2.45
C -2.8872 2.0705 -0.7952 -1.52 -2.22 0.42
C -1.0593 3.4191 -1.4460 -0.53 -0.59 1.27
C 0.8439 -1.0540 2.3630 0.29 -1.72 2.38
C -0.4076 -2.3436 -0.4180 0.02 -0.39 2.15
C 1.4581 -0.1108 3.4258 -0.78 0.49 -0.18
C -2.1135 0.8834 -0.8059 0.62 1.45 0.49
C -0.7333 1.0230 -1.0774 -1.73 -0.70 0.31
C -0.0204 -1.1529 -2.1490 -0.50 -2.43 -2.12
H -1.8107 -3.4229 0.6741 0.89 -0.33 0.16
H -0.5592 4.3196 -1.7681 -0.31 0.26 0.10
H 0.7904 0.6617 3.8216 -0.39 -0.25 -0.10
H 1.8401 -0.6983 4.2875 -0.15 0.31 -0.93
H -0.9820 -4.4321 -0.4362 -0.07 -0.70 -1.69
H -0.4405 0.3490 1.5524 0.39 -0.40 -0.15
H 2.6052 -0.8231 0.5054 -0.27 -0.13 0.04
H -2.5410 -0.0529 -0.4485 0.03 0.10 -0.51
H 3.7377 0.1857 -0.4235 -1.63 0.00 -0.23
H -0.0771 -3.9643 0.9105 -0.33 0.32 0.35
H -2.9729 4.1517 -1.2812 -1.36 1.14 0.46
H 2.4057 0.9033 0.5233 0.06 0.73 0.98
H -3.9783 1.9035 -0.6719 0.80 0.41 0.18
H 2.2228 0.4982 2.9537 0.52 -0.22 -0.04
H 0.1876 -0.8055 -3.1695 -0.32 -0.75 0.28
H 0.7679 2.4543 -1.5283 0.02 -0.35 -0.25

---

No. 2
85
Properties=species:S:1:pos:R:3:forces:R:3 method="wB97M-V/def2-TZVPD" total_energy_ha=-5179.17116 orbital_gap_ev=6.54 total_charge=-1
Bi -0.9182 -1.1956 -0.4513 -0.10 0.04 0.15
Se 2.4387 -1.4284 0.8904 0.13 -0.13 0.14
S -2.5840 -2.3447 -2.1682 -0.10 -0.27 -0.02
P 0.2291 1.5531 -0.1193 -0.29 0.31 -0.02
O -1.5193 -1.6251 1.6017 0.24 -0.02 -0.03
N 1.0900 -4.9647 1.0186 -0.05 -0.09 0.02
N -0.4366 -3.7025 0.0955 -0.10 -0.19 0.01
N 6.5696 0.2078 -0.7448 -0.06 -0.02 0.03
C -2.4636 4.4996 0.8806 0.01 0.00 0.01
C 1.5990 4.2798 -1.5099 0.06 -0.06 0.02
C 5.7738 -0.5762 -1.4779 -0.03 0.02 0.06
C -4.0417 -2.7581 -1.2436 -0.03 0.17 -0.09
C 1.5702 2.6473 0.4595 0.14 -0.27 0.20
C -2.5192 1.7588 0.2093 -0.04 -0.06 0.06
C -0.3282 1.8068 -3.0156 -0.02 0.02 0.03
C -1.2952 3.8259 0.5711 -0.04 -0.05 0.00
C 0.5076 -3.1565 4.8782 0.00 0.00 0.04
C -0.8065 -2.1406 2.5987 -0.03 0.04 -0.02
C 3.2149 4.3912 0.3917 -0.04 0.02 -0.03
C 0.6179 -3.7893 3.6588 -0.02 0.00 -0.06
C -0.8842 -1.4929 3.8452 -0.03 -0.02 -0.02
C -5.1696 -3.6652 0.6917 0.03 0.02 -0.01
C -0.2471 -1.9880 4.9623 0.00 -0.01 -0.05
C -6.4069 -3.4544 0.0966 0.03 -0.02 0.00
C -1.3114 2.4730 0.2177 0.04 0.07 -0.05
C 2.0978 2.2354 1.6892 0.00 0.03 -0.09
C -2.6725 0.2863 -0.1310 0.06 0.28 0.08
C 0.4884 1.4316 -1.9364 0.17 -0.05 -0.02
C 1.0482 -5.3180 -0.3103 0.01 0.06 0.02
C -3.6867 2.4672 0.5180 0.00 -0.03 0.03
C -3.9957 -3.3244 0.0322 0.04 0.01 0.01
C 4.5594 -1.0852 -1.0462 0.14 0.05 0.03
C 3.7269 3.9834 1.6137 -0.03 -0.03 0.02
C 4.0948 -0.7871 0.2438 -0.19 0.05 -0.07
C -5.2916 -2.5266 -1.8266 -0.01 -0.04 0.07
C -1.6701 2.4781 -2.8620 0.04 -0.03 0.01
C 4.9261 0.0416 1.0105 0.07 -0.03 -0.10
C 2.1518 0.5526 -3.4824 -0.04 0.00 -0.01
C 0.1856 -3.9744 1.2269 0.10 0.01 -0.11
C 0.1351 1.5522 -4.3071 -0.01 -0.01 -0.02
C 1.3577 0.9456 -4.5497 -0.01 0.02 0.03
C 0.0935 -4.5293 -0.8670 -0.04 0.06 0.05
C -6.4605 -2.8796 -1.1664 0.03 0.03 -0.02
C 3.1584 2.9061 2.2757 0.02 0.06 -0.03
C 1.7073 0.7823 -2.1917 -0.03 0.03 0.02
C 2.1310 3.7476 -0.2026 -0.07 0.12 -0.04
C 6.1228 0.4961 0.4825 -0.04 -0.03 -0.05
C -3.6710 3.8131 0.8427 0.01 -0.03 -0.04
C -0.0139 -3.3043 2.5095 -0.02 0.01 -0.02
H 3.5571 2.5685 3.2242 -0.02 0.00 -0.01
H 2.3098 0.4465 -1.3499 -0.02 0.02 -0.06
H 3.6616 5.2367 -0.1204 -0.01 0.00 0.01
H -3.3259 0.1864 -1.0018 0.10 -0.01 -0.06
H -4.6288 1.9288 0.5059 0.02 0.02 0.00
H -1.6132 3.3690 -2.2348 -0.02 -0.03 -0.02
H 4.5726 4.5064 2.0437 0.00 -0.01 0.00
H -1.4691 -0.5821 3.8865 -0.01 -0.02 0.01
H 4.6233 0.3213 2.0117 0.04 -0.01 -0.02
H -2.3985 1.8061 -2.4039 0.02 0.05 -0.03
H 3.9677 -1.7214 -1.6942 0.02 0.01 0.01
H -7.3184 -3.7348 0.6107 0.01 0.03 0.00
H -7.4192 -2.6943 -1.6384 0.03 -0.01 0.00
H -3.1936 -0.1959 0.6998 -0.03 -0.04 -0.04
H -2.4322 5.5483 1.1525 0.00 -0.03 -0.02
H 1.6841 0.7776 -5.5693 -0.02 -0.01 0.02
H 0.5137 4.1924 -1.5663 0.02 0.00 -0.02
H 1.8646 5.3324 -1.6219 0.00 -0.02 0.00
H 6.1363 -0.8102 -2.4767 -0.03 -0.01 0.02
H -4.5990 4.3241 1.0721 0.02 -0.01 0.01
H 1.6925 1.3463 2.1589 0.02 -0.01 -0.01
H 6.7693 1.1368 1.0782 -0.04 -0.01 0.00
H -5.1105 -4.1002 1.6831 0.00 0.01 -0.02
H 1.6954 -6.0704 -0.7253 -0.02 0.01 0.02
H 3.1023 0.0601 -3.6453 0.00 0.02 0.02
H -0.4889 1.8455 -5.1452 0.02 -0.01 0.03
H -0.3489 4.3530 0.6053 -0.03 -0.01 0.02
H 1.7724 -5.2762 1.6840 0.05 0.05 0.01
H 1.2109 -4.6951 3.5990 0.00 0.02 0.00
H -0.3313 -1.4623 5.9062 0.00 0.00 -0.01
H 2.0157 3.7325 -2.3594 -0.03 -0.01 0.02
H -0.2591 -4.4883 -1.8856 0.01 -0.01 0.05
H 1.0085 -3.5576 5.7500 0.00 0.01 -0.03
H -5.3327 -2.0648 -2.8056 -0.01 -0.02 0.01
H -3.0358 -3.4859 0.5093 -0.04 -0.03 -0.05
H -2.0545 2.7692 -3.8400 0.02 -0.01 0.00

---

No. 3
82
Properties=species:S:1:pos:R:3:forces:R:3 method="wB97M-V/def2-TZVPD" total_energy_ha=-8864.20160 spin_multiplicity=5 orbital_gap_ev="6.17 / 5.71" total_charge=+2
Br 1.3423 -1.2957 4.7371 0.04 0.05 0.01
Br 0.1263 -2.9212 2.2400 0.04 -0.15 0.00
Fe 0.8396 -0.7452 1.1518 -0.21 -0.12 -0.40
P 1.3994 -1.5185 -1.2075 -0.15 0.02 0.24
P -0.7185 0.8633 2.0645 0.06 -0.09 0.02
O -0.4927 0.6876 -0.8266 0.01 0.02 0.00
O 2.3809 0.2278 1.3167 0.24 0.34 0.04
O 2.6553 -1.0534 1.5371 0.09 -0.18 0.17
C -1.7060 2.7103 -1.4205 0.03 -0.04 0.13
C 4.1675 -1.4630 -0.9635 -0.03 0.01 0.02
C 0.2972 -0.8179 -2.4330 -0.01 0.00 -0.15
C 5.4179 -0.9247 -1.1998 0.02 0.06 -0.04
C -1.0175 0.5239 -4.4456 0.02 -0.02 0.06
C 1.1616 2.2522 3.4922 0.08 0.01 -0.03
C -0.4147 2.5579 5.7627 0.02 0.01 -0.02
C 0.3309 -1.3176 -3.7320 -0.01 0.01 -0.01
C -4.5400 -1.5488 2.8698 0.04 0.02 0.00
C -0.4463 0.3275 -2.1578 0.04 0.01 0.02
C 0.8647 3.0926 5.7228 0.01 -0.02 -0.03
C -0.1185 1.6991 3.5374 -0.10 0.04 -0.02
C -0.9129 1.8641 4.6701 -0.02 0.00 0.01
C -1.1299 1.8661 -0.4845 -0.03 0.03 0.03
C -1.1370 3.4717 -3.7295 0.02 0.02 -0.02
C -1.1761 2.1320 0.8823 -0.09 0.15 0.01
C -2.2388 -0.0505 2.4258 -0.07 0.08 -0.08
C -2.2640 3.8920 -0.9342 0.00 0.02 0.01
C 4.4295 0.8184 -2.5382 0.04 0.00 0.00
C 3.0372 -0.8661 -1.5292 -0.02 0.06 -0.12
C 3.1728 0.2811 -2.3158 -0.03 -0.07 0.05
C -1.0816 1.0503 -3.1541 0.03 -0.10 -0.10
C 1.1344 -6.0205 -1.9157 0.01 -0.01 0.01
C 1.6490 2.9463 4.5849 -0.02 0.02 0.06
C 5.5494 0.2163 -1.9840 -0.02 -0.03 0.01
C -4.4493 -0.7343 1.7517 -0.03 -0.01 0.03
C -2.3337 -0.8795 3.5461 0.10 0.03 0.03
C 0.1862 -3.9757 -1.0996 -0.10 0.05 0.02
C -1.7960 2.3641 -2.8948 -0.01 -0.06 0.04
C 2.4158 -3.9892 -2.0279 -0.01 0.01 0.05
C 1.3605 -3.2977 -1.4319 0.08 -0.02 -0.07
C 1.3733 -2.9291 3.7769 -0.03 -0.11 -0.02
C -3.4826 -1.6164 3.7687 -0.04 -0.01 -0.01
C -3.3055 0.0170 1.5280 0.01 -0.02 0.03
C -3.2786 2.2240 -3.2817 0.02 0.01 0.00
C 0.0733 -5.3319 -1.3396 0.03 0.01 -0.02
C -2.2704 4.2143 0.4116 0.04 -0.07 0.01
C 2.2971 -5.3498 -2.2642 -0.03 -0.04 0.02
C -1.7422 3.3215 1.3298 0.02 -0.02 -0.08
C -0.3466 -0.6513 -4.7388 0.01 0.02 0.08
H -0.8404 -5.8507 -1.0897 -0.04 -0.03 0.02
H -1.7738 3.5406 2.3886 0.00 0.01 0.04
H 1.0485 -7.0820 -2.1012 0.00 -0.02 -0.01
H -2.7121 4.5814 -1.6369 -0.02 0.02 -0.01
H 3.3189 -3.4745 -2.3222 0.01 0.03 -0.01
H 4.5352 1.7015 -3.1535 0.00 0.00 0.00
H -5.2777 -0.6689 1.0602 -0.01 0.00 -0.02
H 6.5302 0.6315 -2.1679 0.03 0.02 0.00
H -1.0322 2.6875 6.6395 -0.02 0.01 0.04
H 2.3061 0.7464 -2.7668 -0.02 0.00 0.00
H 0.8985 -2.2129 -3.9540 0.00 0.00 0.01
H -1.1788 3.2347 -4.7910 -0.01 -0.01 -0.04
H -2.7048 5.1448 0.7445 -0.02 0.04 0.02
H -3.2611 0.6674 0.6650 0.02 0.03 -0.03
H 1.7831 2.1474 2.6111 -0.06 -0.01 0.04
H -0.3315 -1.0319 -5.7491 0.00 -0.01 -0.04
H 4.0753 -2.3456 -0.3453 -0.02 0.00 0.02
H 2.3540 -3.1085 3.3534 -0.03 0.02 0.04
H 6.2927 -1.3932 -0.7724 0.03 -0.01 0.01
H 1.2499 3.6322 6.5760 0.01 0.02 0.04
H 3.1133 -5.8841 -2.7288 0.03 -0.02 -0.02
H -1.5123 1.0537 -5.2478 -0.02 0.02 -0.03
H -3.5577 -2.2403 4.6481 -0.01 -0.02 0.03
H -5.4371 -2.1232 3.0485 -0.05 -0.03 0.01
H -1.9184 1.4684 4.7070 -0.02 -0.03 -0.03
H -3.8162 3.1501 -3.0854 -0.02 0.03 0.00
H -1.6550 4.4188 -3.5905 -0.01 0.03 0.01
H -3.7586 1.4230 -2.7192 0.00 -0.02 0.02
H 1.0098 -3.7454 4.3915 0.07 0.03 -0.01
H -1.5179 -0.9385 4.2566 0.00 0.02 -0.02
H 2.6408 3.3735 4.5495 0.03 0.02 0.01
H -0.0924 3.6084 -3.4500 0.02 -0.01 0.02
H -0.6614 -3.4390 -0.6828 0.02 0.02 -0.01
H -3.3798 2.0040 -4.3430 -0.01 -0.01 -0.04

---

No. 4
105
Properties=species:S:1:pos:R:3:forces:R:3 method="wB97M-V/def2-TZVPD" total_energy_ha=-3556.06002 orbital_gap_ev=7.92 total_charge=0
Sn -0.3527 0.6902 0.7606 -0.07 0.12 0.01
P -0.0336 -2.4256 0.2066 0.09 -0.27 0.03
P -0.6887 0.5414 -2.9694 -0.18 -0.13 0.07
O -3.4793 0.2968 3.6931 0.04 0.01 -0.13
O -1.5546 3.0875 1.6516 -0.04 0.05 0.06
O 0.6209 -0.4156 6.8599 -0.04 -0.02 0.01
O -2.3079 0.2406 1.7619 -0.03 -0.13 -0.12
O 0.2852 -2.2446 -2.7647 0.00 0.08 0.12
O 3.5453 0.6825 2.8450 -0.10 -0.08 0.11
O 1.7880 -0.0304 1.3098 0.01 0.04 0.06
N 1.3945 3.1598 2.1072 0.07 -0.07 -0.12
N -0.6204 5.0029 2.4009 -0.13 0.02 -0.05
N -0.0802 0.6361 3.0020 0.02 -0.16 -0.06
C 1.2544 3.6469 3.2697 0.15 0.05 0.09
C 0.0097 -0.4851 -4.3233 0.02 -0.01 0.05
C 3.6688 2.1249 2.8435 -0.12 0.04 0.02
C 2.8121 2.7255 -3.0070 -0.01 -0.01 0.02
C 0.5446 1.8935 -2.8701 0.05 -0.05 0.05
C -1.0789 -5.9893 -1.5879 0.01 0.00 0.01
C -2.1128 1.3508 -3.7982 -0.01 0.08 0.07
C -0.2188 -3.4820 -2.4434 0.07 0.02 0.01
C -1.8287 5.0447 0.2948 0.02 -0.02 0.04
C 1.1243 -2.5170 -5.0161 0.16 0.02 -0.08
C -2.2231 -2.7815 3.6830 0.03 -0.07 -0.06
C 1.6058 -4.1253 1.8667 0.01 -0.09 -0.06
C -3.7285 -3.0052 1.8304 0.02 0.00 0.08
C -0.7935 -4.9895 -0.6742 -0.05 0.01 -0.01
C -0.5442 -4.4653 -3.3736 -0.12 0.05 -0.03
C -4.5154 1.3186 -4.1030 0.05 0.02 -0.01
C 0.1851 3.0675 -2.2007 0.04 0.02 0.00
C -0.3860 -3.7198 -1.0780 -0.04 0.07 0.24
C -1.1219 0.3661 3.7733 0.12 0.05 -0.05
C 1.1713 0.5565 3.4494 -0.02 -0.02 -0.06
C 1.4382 0.1838 4.7452 0.06 0.13 0.02
C 2.2574 3.4868 4.3473 -0.13 -0.06 0.03
C -3.2116 3.0988 -5.0536 0.03 -0.02 0.01
C 1.5151 -3.1507 0.8782 0.02 0.15 -0.07
C 0.4446 -1.7847 -4.0485 0.02 0.06 -0.13
C -0.9544 0.0492 5.1034 0.09 0.07 0.12
C -0.9751 -5.7090 -2.9409 0.00 0.00 0.00
C 2.1664 0.7568 2.3077 0.09 0.15 -0.12
C -2.4526 0.3057 3.0354 -0.08 0.11 0.05
C 3.3836 2.7991 4.1567 0.07 -0.13 0.02
C -1.3224 4.2749 1.4937 0.02 0.01 -0.01
C 1.2966 -1.9894 -6.2859 0.04 -0.09 0.02
C 4.0067 -4.1287 1.6747 -0.02 0.02 -0.03
C 0.3504 -0.0576 5.5844 -0.10 0.01 0.00
C 2.8475 -4.6035 2.2696 -0.03 0.03 0.00
C -3.5106 -2.9511 3.2010 0.00 -0.04 -0.04
C -0.0257 4.3974 3.5668 0.01 0.00 0.00
C -2.6618 -2.9133 0.9529 0.05 -0.05 0.01
C -1.1523 -2.6736 2.8034 0.02 0.01 -0.06
C 2.6873 -2.6863 0.2791 -0.05 0.08 0.04
C 0.8148 -0.7274 -6.5979 -0.08 0.08 0.05
C 2.4390 3.8939 -2.3605 0.02 -0.03 0.01
C 1.8739 1.7305 -3.2559 -0.04 0.01 -0.02
C -1.3566 -2.7684 1.4271 0.04 -0.12 -0.05
C -2.0534 2.5300 -4.5399 -0.02 -0.04 -0.06
C 1.1206 4.0606 -1.9559 -0.04 -0.05 -0.01
C 2.4741 2.2481 1.9064 0.02 -0.07 0.05
C -3.3577 0.7573 -3.5821 -0.01 0.01 -0.03
C -4.4431 2.4966 -4.8339 0.00 -0.01 0.01
C 0.2001 0.0203 -5.6070 -0.03 -0.01 -0.12
C 3.9231 -3.1779 0.6658 -0.01 -0.03 0.01
H -5.3463 2.9518 -5.2210 0.02 -0.02 -0.01
H -0.8376 3.2070 -1.8690 -0.01 -0.03 0.00
H 1.8246 -2.5712 -7.0312 -0.01 0.01 0.01
H -1.0018 5.5111 -0.2445 -0.04 0.01 0.05
H -1.0984 3.0123 -4.7134 -0.01 0.02 0.04
H 2.9060 -5.3480 3.0541 -0.01 -0.01 -0.02
H -0.2044 -0.5887 7.3274 0.02 0.01 0.01
H 4.6549 2.4148 2.4788 0.03 -0.03 -0.09
H 3.8398 2.5813 -3.3173 -0.02 0.00 0.01
H -0.4882 -4.2723 -4.4321 0.04 0.07 -0.04
H -1.2222 -6.4636 -3.6776 0.00 0.01 0.02
H -2.0493 -2.7111 4.7502 0.00 0.00 -0.04
H 2.7609 2.1910 0.8603 -0.01 0.15 -0.09
H 4.9727 -4.4974 1.9969 -0.02 0.00 -0.01
H 0.9311 -0.3259 -7.5961 0.03 0.02 0.03
H -2.8441 -2.9465 -0.1156 -0.01 -0.01 0.02
H 4.1315 2.7364 4.9417 -0.05 -0.01 -0.01
H -4.3445 -3.0104 3.8882 0.01 0.01 -0.02
H -0.1591 -2.4808 3.1933 0.04 -0.08 0.00
H -0.4229 5.9669 2.1998 0.04 -0.01 -0.05
H -5.4735 0.8493 -3.9179 0.02 0.00 -0.01
H -4.7352 -3.1049 1.4453 0.01 0.00 0.00
H -1.3868 -6.9694 -1.2481 -0.01 0.02 0.00
H -0.7505 3.6783 3.9628 0.08 -0.04 0.09
H -3.1523 4.0186 -5.6226 0.00 -0.01 0.01
H 0.1425 5.1553 4.3318 -0.04 0.06 -0.03
H -0.1469 1.0237 -5.8262 0.02 -0.03 -0.02
H -2.3505 4.3579 -0.3662 0.00 0.01 0.03
H 3.1723 4.6657 -2.1627 -0.01 -0.01 -0.01
H -2.5195 5.8267 0.6136 0.01 0.01 -0.02
H -0.9037 -5.1896 0.3846 -0.01 0.01 0.00
H 2.4554 0.0763 5.0948 -0.04 0.02 0.00
H 4.8229 -2.8024 0.1950 -0.01 0.01 0.02
H 0.8214 4.9634 -1.4381 0.04 -0.01 -0.02
H -1.8271 -0.1477 5.7146 0.01 -0.02 -0.01
H 0.7141 -4.5376 2.3196 -0.06 0.07 0.05
H -3.4189 -0.1467 -2.9855 0.00 0.03 0.01
H 2.6247 -1.9097 -0.4755 0.02 -0.01 0.06
H 1.5578 -3.4768 -4.7753 -0.08 -0.05 0.07
H 2.0628 3.9671 5.3014 0.00 0.01 -0.05
H 2.1852 0.8203 -3.7543 -0.01 0.02 0.00

---

No. 5
51
Properties=species:S:1:pos:R:3:forces:R:3 method="wB97M-V/def2-TZVPD" total_energy_ha=-2308.30893 orbital_gap_ev=10.42 total_charge=-1
F -0.8467 3.2151 -0.6842 0.81 1.36 1.01
F -0.2224 1.8802 2.5670 -2.14 0.15 0.49
F -1.2280 -4.2187 -1.9429 0.88 1.90 -0.34
F 2.9254 1.7772 -0.4265 0.11 -0.02 -0.47
F -0.0417 -0.4480 0.1005 -0.21 0.16 0.07
F -2.2156 -1.3354 3.5738 0.53 0.82 -0.12
O 2.7586 1.9900 3.8338 1.18 0.62 -0.10
O -0.6982 -0.8973 -5.0051 -1.71 -3.57 3.37
O 0.0572 -3.4785 2.7832 -0.36 1.84 0.95
O -3.0466 2.8786 -0.3888 3.93 0.68 6.59
O -2.4033 -1.5733 -3.6366 -2.11 -0.27 -0.34
O -0.4982 -2.4936 -3.3669 2.48 -1.93 2.68
O 1.3060 -3.3057 4.7289 -2.54 1.57 -2.29
O -2.9695 1.9119 -2.3249 0.62 0.14 -0.69
O 3.4104 -0.3658 -2.6553 -0.82 -0.55 0.31
O -4.7128 3.2323 -1.8089 3.83 -0.85 1.39
O 1.5358 3.1865 2.4004 0.92 -0.13 -0.15
O 3.2112 4.2058 3.6470 -2.97 -4.17 -1.84
O 2.6820 1.7023 -2.7183 -4.30 2.38 4.72
O -0.0492 -1.6545 3.9802 0.34 3.84 1.56
O 4.1833 1.0578 -4.1568 -1.35 -0.15 1.38
C 0.4953 -2.8339 3.9209 2.44 -3.93 0.23
C -1.7550 2.2763 -0.3810 0.74 -2.48 -1.77
C 1.8790 1.0364 3.2982 1.60 -0.02 -2.05
C -0.9500 -1.3124 2.9777 -1.40 -0.80 -1.41
C -3.5845 2.7814 -1.4692 -7.77 -0.62 -8.13
C 2.5663 -0.3271 -1.4830 4.17 -1.22 1.44
C 1.0697 1.8870 2.2769 -0.15 2.46 9.25
C -2.6322 -2.4228 -2.4684 3.41 3.29 -0.63
C -1.1540 -1.6548 -4.1030 0.05 4.55 -3.10
C -0.8422 -2.4959 2.1352 -2.12 -5.52 -3.53
C -1.1969 -2.8013 -2.1527 -1.23 -0.18 2.67
C 3.4281 0.8428 -3.2080 6.02 -3.03 -5.77
C 2.5499 3.1817 3.2919 3.12 4.92 2.16
C 2.2333 1.1481 -1.4370 -2.83 0.17 1.33
C -1.7559 1.4022 -1.7906 -11.04 -4.01 11.10
H -1.0077 1.5516 -2.2815 8.50 1.54 -5.83
H 1.2033 1.4312 1.5058 1.28 -4.01 -10.17
H -1.9299 0.2386 -1.2882 0.83 3.05 -2.19
H -0.8418 -0.4531 2.2100 0.39 -0.41 2.18
H -3.0137 -1.7854 -1.7045 -0.60 0.37 0.40
H -1.5397 1.7229 0.5973 -0.35 1.05 -1.51
H 3.3721 -0.6457 -0.6433 -2.13 1.17 -1.27
H 2.4470 0.1569 2.8165 -0.85 1.49 0.62
H 1.3766 0.7329 4.1350 -2.02 -1.35 1.65
H -0.5648 -2.4038 1.0842 1.13 0.96 0.52
H 1.8606 -1.1503 -1.4515 -0.76 0.75 -0.40
H -3.1090 -3.3141 -2.5269 -2.25 -2.36 -1.29
H -1.0049 -2.2140 -1.0534 1.28 -1.52 -3.30
H 1.1169 1.2578 -1.1564 1.72 0.34 -1.09
H -1.8537 -3.1002 1.8494 1.73 1.53 1.71